No. 1
ORCA calculation (ωB97M-V with the def2-TZVPD basis set) on C16H15CoF10N2O4SeTe2 as an isolated structure.

Values from the calculation:
Spin multiplicity: 5
LUMO energy (alpha / beta) in eV: -1.9 / -3.0
⟨S²⟩: 6.0109
DFT total energy in Eh: -6348.08203
HOMO (alpha / beta) in eV: -9.523 / -9.522
Gap between HOMO and LUMO (alpha / beta) in eV: 7.574 / 6.515
Net charge: 0
Maximum force in eV/A: 0.84

Positions of all 51 atoms, in Å:
Co 0.25 0.18 -0.16
F 1.37 -0.54 3.49
Te 0.79 -1.65 2.12
F 1.41 0.56 1.36
F 1.99 -2.82 2.92
F -0.49 -2.18 3.35
F 0.28 -3.14 1.12
O -0.57 -0.74 1.18
C 7.90 -2.25 -2.47
C 6.54 -1.99 -1.90
C 6.33 -1.96 -0.52
C 5.08 -1.73 0.03
C 4.97 -1.71 1.53
C 4.01 -1.47 -0.85
C 4.19 -1.48 -2.25
C 3.08 -1.25 -3.24
C 5.46 -1.76 -2.73
C 2.67 -1.12 -0.31
O 2.32 -1.74 0.76
O 1.97 -0.27 -0.91
H 8.60 -2.58 -1.70
H 8.31 -1.35 -2.93
H 7.86 -3.02 -3.24
H 7.16 -2.14 0.14
H 5.96 -1.83 1.97
H 4.34 -2.52 1.90
H 4.55 -0.78 1.90
H 2.18 -1.81 -2.98
H 3.40 -1.58 -4.22
H 2.81 -0.20 -3.30
H 5.60 -1.79 -3.81
F -0.26 -1.69 -4.07
Te -1.13 -2.19 -2.50
F -2.71 -1.44 -3.11
F -1.64 -3.70 -3.41
F 0.39 -3.10 -1.95
F -1.97 -2.87 -1.01
O -0.62 -0.62 -1.72
Se -1.98 1.71 -2.04
N -0.70 1.80 -0.78
C -0.52 3.06 -0.42
C 0.40 3.52 0.55
C 0.45 4.86 0.80
C -0.40 5.79 0.11
C -1.30 5.38 -0.82
C -1.39 3.98 -1.11
N -2.23 3.44 -1.97
H 1.03 2.82 1.08
H 1.14 5.24 1.53
H -0.32 6.84 0.35
H -1.95 6.07 -1.34

No. 2
ORCA calculation (ωB97M-V with the def2-TZVPD basis set) on C18H30AgClN3OTa as an isolated structure.

Values from the calculation:
Spin multiplicity: 1
LUMO energy (alpha / beta) in eV: -10.1 / -10.4
DFT total energy in Eh: -1606.81783
HOMO (alpha / beta) in eV: -14.399 / -14.306
Gap between HOMO and LUMO (alpha / beta) in eV: 4.293 / 3.870
Net charge: +2
Maximum force in eV/A: 7.54

Positions of all 55 atoms, in Å:
N 0.47 2.04 0.80
C -0.16 1.38 2.14
O -0.48 2.07 3.09
Ag 1.32 3.87 1.40
Ta 0.32 0.39 -0.15
N 2.11 -0.46 -0.09
N -0.34 0.60 -2.00
C 3.07 -0.26 1.04
C -1.67 1.16 -2.42
C 3.45 1.21 1.08
C 4.37 -1.04 0.84
C 2.46 -0.75 2.34
C -1.61 2.06 -3.67
C -2.62 0.02 -2.80
C -2.22 1.97 -1.25
H 3.91 1.51 0.11
H 4.18 1.39 1.90
H 2.59 1.86 1.27
H 4.22 -2.12 0.81
H 5.01 -0.82 1.73
H 4.92 -0.70 -0.05
H 1.58 -0.14 2.65
H 3.19 -0.69 3.16
H 2.14 -1.80 2.21
H -0.96 2.93 -3.50
H -2.64 2.45 -3.84
H -1.33 1.50 -4.57
H -2.21 -0.56 -3.61
H -3.61 0.43 -3.13
H -2.79 -0.64 -1.95
H -2.35 1.34 -0.33
H -3.21 2.35 -1.54
H -1.58 2.84 -1.04
C 0.62 0.42 -3.09
H 1.62 0.55 -2.70
H 0.55 -0.53 -3.64
H 0.56 1.24 -3.83
C 2.59 -1.35 -1.18
H 3.05 -2.25 -0.79
H 1.76 -1.67 -1.81
H 3.31 -0.82 -1.78
Cl -3.70 -2.47 -0.36
C -3.15 -1.89 1.17
C -4.06 -1.75 2.20
C -3.62 -1.34 3.48
C -2.33 -0.92 3.66
C -1.41 -0.96 2.63
C -1.78 -1.44 1.37
C -0.74 -1.55 0.29
H -5.10 -2.00 2.07
H -4.31 -1.31 4.31
H -1.97 -0.61 4.64
H -0.38 -0.64 2.83
H 0.07 -2.22 0.57
H -1.11 -1.88 -0.69

No. 3
ORCA calculation (ωB97M-V with the def2-TZVPD basis set) on C38H31IN2O4PZr as an isolated structure.

Values from the calculation:
Spin multiplicity: 1
LUMO energy in eV: -10.1
DFT total energy in Eh: -2562.33208
HOMO in eV: -16.502
Gap between HOMO and LUMO in eV: 6.439
Net charge: +3
Maximum force in eV/A: 2.44

Positions of all 78 atoms, in Å:
Zr 0.62 1.06 -0.04
O 2.93 1.15 0.99
N 2.49 -0.02 0.35
C 3.26 -1.04 0.23
C 2.90 -2.25 -0.47
C 3.85 -3.27 -0.46
C 3.62 -4.47 -1.11
C 2.42 -4.67 -1.77
C 1.45 -3.67 -1.78
C 1.67 -2.46 -1.14
P 0.27 -1.27 -1.17
C -1.09 -2.24 -0.47
C -2.12 -2.80 -1.23
C -3.10 -3.55 -0.58
C -3.03 -3.75 0.79
C -2.00 -3.20 1.54
C -1.04 -2.42 0.91
C -0.14 -0.87 -2.89
C 0.65 -1.20 -3.98
C 0.28 -0.75 -5.25
C -0.86 0.02 -5.41
C -1.65 0.35 -4.31
C -1.28 -0.08 -3.05
H 3.85 1.09 1.30
H 4.27 -1.00 0.66
H 4.79 -3.12 0.06
H 4.37 -5.25 -1.10
H 2.23 -5.60 -2.28
H 0.51 -3.84 -2.29
H -2.16 -2.65 -2.30
H -3.91 -3.98 -1.15
H -3.78 -4.36 1.28
H -1.96 -3.37 2.61
H -0.24 -1.97 1.49
H 1.54 -1.81 -3.86
H 0.89 -1.01 -6.10
H -1.15 0.35 -6.40
H -2.55 0.93 -4.45
H -1.91 0.16 -2.19
O 0.40 0.89 1.98
C -0.61 1.92 2.48
C -0.60 3.13 1.49
O -1.09 4.17 1.75
O -0.08 2.78 0.30
C -0.22 2.22 3.91
C 0.14 3.48 4.36
C 0.61 3.63 5.66
C 0.74 2.53 6.50
C 0.35 1.27 6.05
C -0.13 1.11 4.76
C -1.98 1.31 2.25
C -3.00 1.43 3.18
C -4.25 0.90 2.89
C -4.48 0.25 1.69
C -3.46 0.14 0.74
C -2.23 0.69 1.03
H 0.97 0.75 2.77
H 0.03 4.35 3.73
H 0.89 4.61 6.02
H 1.12 2.65 7.50
H 0.41 0.41 6.71
H -0.47 0.14 4.43
H -2.83 1.94 4.12
H -5.05 1.00 3.61
H -5.46 -0.15 1.46
H -3.65 -0.35 -0.20
H -1.44 0.66 0.24
I -0.41 4.41 -4.88
C 0.98 3.28 -3.80
C 2.30 3.15 -4.22
C 3.16 2.34 -3.50
C 2.68 1.68 -2.39
N 1.41 1.83 -1.95
C 0.59 2.63 -2.65
H 2.65 3.68 -5.10
H 4.19 2.21 -3.80
H 3.32 1.01 -1.83
H -0.42 2.76 -2.28

No. 4
ORCA calculation (ωB97M-V with the def2-TZVPD basis set) on a 2-piece molecular cluster, C3H7N3O overall.

Values from the calculation:
Spin multiplicity: 1
LUMO energy in eV: 1.0
DFT total energy in Eh: -357.94948
HOMO in eV: -8.616
Gap between HOMO and LUMO in eV: 9.642
Net charge: 0
Maximum force in eV/A: 0.73

Positions of all 14 atoms, in Å:
C 1.74 1.05 -0.53
N 1.64 -0.36 -0.79
C 0.97 -1.21 -0.24
N 0.41 -2.25 0.17
C -1.24 0.04 0.26
O -1.90 -1.00 0.73
N -2.03 1.10 0.18
H 2.49 1.24 0.25
H 0.77 1.43 -0.19
H 2.06 1.56 -1.44
H -1.24 -1.74 0.69
H 1.02 -2.88 0.68
H -1.66 1.95 -0.20
H -3.02 1.07 0.43

No. 5
ORCA calculation (ωB97M-V with the def2-TZVPD basis set) on C6H9N as an isolated structure.

Values from the calculation:
Spin multiplicity: 1
LUMO energy in eV: 1.1
DFT total energy in Eh: -288.62775
HOMO in eV: -8.039
Gap between HOMO and LUMO in eV: 9.180
Net charge: 0
Maximum force in eV/A: 1.97

Positions of all 16 atoms, in Å:
C 0.23 -1.36 -1.47
N 0.15 -0.01 -1.00
C -1.06 0.19 -0.29
C -0.73 0.28 1.23
C 0.78 0.11 1.35
C 0.84 0.85 -0.01
C -0.58 1.47 0.31
H 1.14 -1.49 -2.07
H -0.80 -1.41 -1.98
H 0.15 -2.19 -0.75
H -1.86 -0.33 -0.86
H -1.46 0.19 2.03
H 1.22 -0.89 1.36
H 1.20 0.71 2.17
H 1.73 1.37 -0.36
H -0.94 2.49 0.33

No. 6
ORCA calculation (ωB97M-V with the def2-TZVPD basis set) on C31H19CdCl4F6IN2O6S2Si as an isolated structure.

Values from the calculation:
Spin multiplicity: 1
LUMO energy in eV: 3.6
DFT total energy in Eh: -5745.03487
HOMO in eV: -2.408
Gap between HOMO and LUMO in eV: 5.965
Net charge: -2
Maximum force in eV/A: 3.28

Positions of all 73 atoms, in Å:
Cd 0.31 1.00 0.77
F 0.55 0.42 4.35
C -0.07 -0.70 4.55
F 0.18 -1.16 5.77
F -1.45 -0.49 4.52
S 0.42 -1.98 3.28
O 0.55 -1.20 2.10
O -0.56 -3.00 3.38
N 1.82 -2.36 3.85
S 3.19 -2.26 3.17
O 4.20 -1.83 4.13
O 3.37 -1.74 1.83
C 3.50 -4.15 3.09
F 3.56 -4.61 1.83
F 4.71 -4.35 3.63
F 2.54 -4.83 3.74
Cl -2.24 6.52 4.26
C -1.15 5.13 3.76
C 0.13 5.15 4.16
Cl 0.80 6.57 5.05
C 1.00 4.18 3.58
Cl 2.70 4.31 3.78
C 0.53 3.22 2.68
O 1.37 2.37 2.08
C -0.87 3.17 2.38
O -1.26 2.15 1.66
C -1.70 4.10 3.03
Cl -3.37 3.93 2.75
I -3.06 -3.32 -0.51
C -3.88 -1.44 -0.26
C -5.16 -1.19 -0.73
C -5.69 0.07 -0.52
C -4.89 0.97 0.16
C -3.58 0.68 0.56
N -3.06 -0.52 0.28
H -5.79 -1.98 -1.03
H -6.70 0.42 -0.83
H -5.28 1.99 0.36
H -2.95 1.42 1.15
C -3.37 0.04 -3.89
C -2.99 1.21 -3.22
C -1.78 1.22 -2.46
C -1.01 0.04 -2.34
C -1.46 -1.08 -3.00
C -2.63 -1.09 -3.81
Si 0.67 0.11 -1.47
C 1.20 -1.74 -1.64
C 0.67 -2.80 -0.86
C 1.00 -4.09 -1.12
C 1.84 -4.44 -2.20
C 2.37 -3.43 -2.95
C 2.12 -2.10 -2.59
C 1.92 1.12 -2.37
C 1.96 1.51 -3.72
C 3.01 2.15 -4.31
C 4.15 2.40 -3.56
C 4.13 2.27 -2.21
C 3.05 1.56 -1.66
H -4.32 0.05 -4.46
H -3.51 2.15 -3.23
H -1.47 2.11 -1.95
H -1.03 -2.12 -2.86
H -2.91 -2.01 -4.33
H 0.02 -2.61 0.00
H 0.57 -4.86 -0.46
H 2.10 -5.50 -2.45
H 3.16 -3.66 -3.66
H 2.66 -1.41 -3.19
H 1.09 1.31 -4.33
H 2.97 2.31 -5.37
H 5.06 2.81 -4.08
H 4.94 2.56 -1.52
H 3.09 1.36 -0.51

No. 7
ORCA calculation (ωB97M-V with the def2-TZVPD basis set) on C15H25INO4P2SY as an isolated structure.

Values from the calculation:
Spin multiplicity: 1
LUMO energy in eV: -7.9
DFT total energy in Eh: -2358.71232
HOMO in eV: -14.827
Gap between HOMO and LUMO in eV: 6.928
Net charge: +2
Maximum force in eV/A: 7.42

Positions of all 50 atoms, in Å:
C -3.57 3.99 0.44
I -4.01 2.69 2.02
H -3.58 5.01 0.84
H -4.19 3.90 -0.45
H -2.56 3.68 0.17
Y -0.14 0.45 -0.25
P -2.42 -0.40 -1.64
C -2.22 -1.23 -3.24
C -3.12 -1.77 -0.63
H -4.00 -2.14 -1.18
H -4.72 -0.12 -2.25
H -3.41 -1.38 0.35
H -4.23 1.11 -1.03
H -1.35 -1.90 -3.24
H -2.36 -2.55 -0.48
C -3.93 0.58 -1.95
H -3.15 -1.80 -3.44
H -3.73 1.33 -2.72
H -2.06 -0.49 -4.03
P 0.41 2.54 1.79
C 2.17 3.08 1.61
C -0.30 3.99 2.63
H -0.27 1.16 3.69
H 1.16 2.17 4.06
H 1.34 0.65 3.10
C 0.70 1.52 3.30
H -1.32 3.81 2.97
H 0.31 4.19 3.52
H 2.50 3.43 2.59
H 2.22 3.88 0.85
H -0.26 4.88 1.99
H 2.83 2.27 1.29
C 0.04 0.87 -2.61
O 0.34 0.78 -3.74
O 0.96 -3.06 -2.75
S 0.87 -3.08 -1.31
O -0.19 -3.80 -0.65
N 0.83 -1.50 -0.72
C 1.95 -1.14 -0.06
O 2.01 0.10 0.33
C 2.90 -2.22 0.11
C 4.14 -2.26 0.79
C 4.92 -3.42 0.64
C 4.50 -4.51 -0.16
C 3.23 -4.47 -0.76
C 2.45 -3.33 -0.59
H 4.40 -1.40 1.40
H 5.88 -3.45 1.13
H 5.16 -5.36 -0.33
H 2.87 -5.26 -1.42

No. 8
ORCA calculation (ωB97M-V with the def2-TZVPD basis set) on C4H10N2 as an isolated structure.

Values from the calculation:
Spin multiplicity: 1
LUMO energy in eV: 1.2
DFT total energy in Eh: -267.77022
HOMO in eV: -8.557
Gap between HOMO and LUMO in eV: 9.739
Net charge: 0
Maximum force in eV/A: 4.63

Positions of all 16 atoms, in Å:
C 0.06 -1.37 -0.44
C -0.39 -0.09 0.19
C 1.62 1.07 1.23
C 0.58 1.09 0.14
N -0.85 -0.33 -1.12
N -2.20 -0.48 -1.39
H 1.02 -1.57 -0.75
H -0.52 -2.25 -0.14
H -1.44 -0.25 1.17
H 2.55 1.73 1.06
H 2.24 0.11 1.28
H 1.33 1.22 2.25
H 0.88 1.10 -0.86
H 0.09 2.05 0.28
H -2.62 -1.09 -0.65
H -2.35 -0.95 -2.25

No. 9
ORCA calculation (ωB97M-V with the def2-TZVPD basis set) on C33H24BrF9KNOPSi as an isolated structure.

Values from the calculation:
Spin multiplicity: 1
LUMO energy in eV: 1.8
DFT total energy in Eh: -6105.61719
HOMO in eV: -3.848
Gap between HOMO and LUMO in eV: 5.692
Net charge: -1
Maximum force in eV/A: 0.73

Positions of all 72 atoms, in Å:
K -1.04 -0.12 0.12
F 6.70 -0.93 2.62
C 5.41 -0.62 2.70
C 4.76 -0.63 3.92
F 5.43 -0.94 5.03
C 3.42 -0.29 3.98
F 2.87 -0.26 5.20
C 2.68 0.04 2.85
P 0.88 0.41 2.87
C 0.89 2.22 3.07
C 0.05 2.93 2.22
C 0.00 4.32 2.30
C 0.78 4.99 3.22
C 1.63 4.28 4.07
C 1.68 2.90 3.99
C 0.24 -0.29 4.41
C 0.11 -1.68 4.45
C -0.45 -2.29 5.56
C -0.92 -1.52 6.62
C -0.82 -0.13 6.56
C -0.24 0.48 5.46
C 3.37 0.06 1.62
Br 2.55 0.57 0.00
C 4.71 -0.26 1.55
F 5.38 -0.24 0.40
H -0.55 2.42 1.47
H -0.66 4.86 1.63
H 0.74 6.07 3.28
H 2.24 4.81 4.78
H 2.34 2.35 4.66
H 0.43 -2.29 3.62
H -0.55 -3.36 5.59
H -1.38 -1.99 7.48
H -1.20 0.48 7.37
H -0.16 1.56 5.42
C -2.52 -1.17 -3.29
Si -2.85 -2.19 -1.73
C -3.82 -3.71 -2.29
C -4.04 -1.12 -0.70
N -1.44 -2.46 -0.85
C -0.63 -3.48 -0.55
C -0.85 -4.84 -0.91
C 0.00 -5.86 -0.55
C 1.16 -5.63 0.19
C 1.42 -4.31 0.56
C 0.57 -3.28 0.20
H -3.44 -0.97 -3.85
H -1.83 -1.71 -3.94
H -2.08 -0.21 -3.05
H -4.73 -3.38 -2.79
H -4.11 -4.35 -1.45
H -3.25 -4.32 -2.99
H -5.07 -1.24 -1.04
H -3.83 -0.05 -0.73
H -4.01 -1.44 0.35
H -1.73 -5.09 -1.48
H -0.24 -6.87 -0.87
H 1.82 -6.43 0.47
H 2.31 -4.07 1.13
H 0.84 -2.27 0.51
F -5.37 5.69 1.60
C -4.50 4.79 1.10
C -4.25 3.60 1.77
F -4.86 3.36 2.94
C -3.37 2.68 1.23
F -3.12 1.54 1.91
C -2.69 2.87 0.01
O -1.86 2.01 -0.42
C -2.98 4.09 -0.64
F -2.38 4.38 -1.81
C -3.86 5.02 -0.11
F -4.11 6.17 -0.77

No. 10
ORCA calculation (ωB97M-V with the def2-TZVPD basis set) on C4H9NO2 as an isolated structure.

Values from the calculation:
Spin multiplicity: 1
LUMO energy in eV: 0.5
DFT total energy in Eh: -362.88331
HOMO in eV: -8.939
Gap between HOMO and LUMO in eV: 9.436
Net charge: 0
Maximum force in eV/A: 4.64

Positions of all 16 atoms, in Å:
C 0.88 1.05 -0.26
C -0.70 -0.81 -1.15
C -0.62 0.16 1.65
N 1.02 -0.17 -1.00
C -0.57 0.90 0.32
O 1.71 -1.08 -0.18
O -1.46 1.70 -0.02
H 2.15 -1.66 -0.83
H 1.62 1.20 0.52
H 0.85 1.89 -0.96
H -0.97 -0.31 -2.08
H -1.60 -0.99 -0.56
H -0.42 -1.85 -1.37
H -1.54 -0.41 1.70
H -0.57 0.90 2.45
H 0.22 -0.53 1.78